Entry 1:
{"formula": "C3H3InLiO2", "method": "ωB97M-V/def2-TZVPD", "symbols": ["O", "Li", "C", "C", "O", "C", "H", "H", "H", "In"], "xyz": [[0.769, -0.446, 2.342], [2.123, -0.556, 3.379], [-1.179, 0.163, 0.110], [-0.052, 0.819, -0.381], [-1.127, -0.842, -0.975], [-0.163, 0.003, -1.642], [0.394, 1.795, -0.189], [0.724, -0.567, -1.964], [-0.608, 0.498, -2.520], [-0.881, -0.868, 1.840]], "forces_ev_per_a": [[4.0, 0.1, 2.4], [0.1, 0.0, 0.0], [2.0, -1.0, -3.3], [-2.1, 1.0, -0.1], [-1.1, 0.6, 0.7], [0.3, -0.1, 0.1], [0.1, -0.5, 0.3], [-0.3, 0.1, 0.3], [0.1, -0.1, 0.4], [-3.1, -0.2, -0.9]], "lowdin_charge": [-0.727, 0.790, -0.269, -0.053, -0.177, -0.160, 0.114, 0.142, 0.144, 1.196], "e_tot_ha": -463.84724, "relative_energy_kj_mol": 496.60, "charge": 1, "orbital_gap_ev": 6.643}

Entry 2:
{"formula": "C3H3IrO4", "method": "ωB97M-V/def2-TZVPD", "symbols": ["O", "C", "C", "H", "H", "H", "O", "C", "O", "O", "Ir"], "xyz": [[-1.532, 0.343, 1.424], [-1.699, 0.201, 0.240], [-0.585, 0.199, -0.772], [-2.711, 0.032, -0.187], [-0.592, -0.777, -1.280], [-0.740, 1.024, -1.481], [0.991, -1.609, 0.652], [1.494, -0.694, 0.025], [0.673, 0.432, -0.179], [2.678, -0.260, 0.189], [2.023, 1.108, 1.369]], "forces_ev_per_a": [[-0.3, -0.1, -1.3], [-0.4, -0.1, 1.4], [1.2, 0.4, -0.4], [-0.3, 0.0, 0.2], [-0.2, 0.1, 0.0], [-0.5, -0.1, 0.0], [0.3, 0.2, -2.7], [-2.7, -3.3, 4.5], [-1.5, 0.4, -2.7], [2.9, 0.7, -1.0], [1.6, 2.0, 2.0]], "lowdin_charge": [0.402, 0.049, -0.023, 0.238, 0.196, 0.196, 0.212, -0.672, -0.156, -0.018, 1.576], "e_tot_ha": -520.34953, "spin_multiplicity": 5, "charge": 2, "s2": 6.0144, "orbital_gap_ev": [8.684, 5.972]}

Entry 3:
{"formula": "C3H3LaO3", "method": "ωB97M-V/def2-TZVPD", "symbols": ["O", "La", "O", "C", "O", "C", "H", "C", "H", "H"], "xyz": [[-3.520, 3.019, 1.456], [1.079, 2.325, -0.004], [-1.327, 3.048, 0.731], [-2.422, 3.100, 1.140], [0.593, -1.348, -0.129], [1.437, -0.428, -0.523], [2.233, -0.848, -1.162], [0.592, -2.615, -0.502], [1.497, -3.010, -0.969], [-0.163, -3.243, -0.037]], "forces_ev_per_a": [[1.8, 0.6, -0.2], [-0.7, -1.3, 0.0], [3.6, -0.2, -0.9], [-4.4, -0.7, 0.9], [-1.5, -1.7, -0.2], [0.8, 2.1, -0.3], [0.0, 0.3, 0.1], [1.0, 0.7, 1.4], [-0.3, 0.1, -0.5], [-0.2, 0.2, -0.3]], "lowdin_charge": [0.396, 2.505, -0.031, -0.303, -0.100, -0.137, 0.067, 0.295, 0.152, 0.155], "e_tot_ha": -372.07970, "spin_multiplicity": 2, "relative_energy_kj_mol": 79.36, "charge": 3, "s2": 0.7695, "orbital_gap_ev": [6.187, 8.243]}

Entry 4:
{"formula": "C3H3Li2O4", "method": "ωB97M-V/def2-TZVPD", "symbols": ["O", "C", "C", "Li", "Li", "H", "H", "O", "C", "O", "O", "H"], "xyz": [[2.852, 0.603, 0.274], [1.761, 0.490, 0.781], [0.752, -0.371, 0.989], [4.637, 1.194, 1.137], [3.250, -0.977, -1.425], [0.728, -0.834, 1.979], [-0.176, -0.301, 0.418], [1.937, -1.355, -3.205], [1.142, -2.042, -2.315], [0.104, -2.560, -2.681], [1.585, -1.886, -1.128], [1.898, -1.749, -4.084]], "forces_ev_per_a": [[1.2, 1.2, 0.6], [-1.1, -3.2, -0.7], [0.4, 1.9, 0.5], [-0.6, 0.1, -0.2], [-1.3, -0.6, -0.4], [0.0, -0.1, -0.3], [0.3, 0.0, 0.1], [1.7, 0.4, -0.6], [-2.3, -0.3, 0.9], [1.0, 0.0, -0.1], [1.2, 0.4, 0.3], [-0.4, 0.1, -0.1]], "lowdin_charge": [-0.101, -0.206, 0.130, 0.921, 0.802, 0.108, 0.115, 0.007, -0.811, 0.075, -0.158, 0.118], "e_tot_ha": -431.91916, "relative_energy_kj_mol": 204.29, "charge": 1, "orbital_gap_ev": 6.337}

Entry 5:
{"formula": "C3H3LiO2", "method": "ωB97M-V/def2-TZVPD", "symbols": ["O", "Li", "O", "C", "C", "C", "H", "H", "H"], "xyz": [[-0.209, -0.343, 1.781], [0.882, 0.423, 3.085], [1.747, -0.119, -0.999], [0.693, -0.124, -0.383], [0.660, 0.214, 1.064], [-0.684, -0.022, -1.021], [-0.584, 0.073, -2.109], [-1.257, 0.836, -0.639], [-1.249, -0.938, -0.781]], "forces_ev_per_a": [[0.1, -0.2, 0.0], [-0.3, 0.0, -0.9], [-0.8, -0.7, 0.3], [0.1, 1.6, -1.0], [0.5, -0.1, 1.9], [0.0, -0.5, -0.7], [0.0, -0.1, 0.3], [0.3, -0.3, 0.1], [0.1, 0.3, 0.0]], "lowdin_charge": [-0.226, 0.723, 0.045, -0.484, -0.277, -0.032, 0.081, 0.084, 0.086], "e_tot_ha": -274.07667, "relative_energy_kj_mol": 236.95, "orbital_gap_ev": 6.547}

Entry 6:
{"formula": "C3H3LiO2Sc", "method": "ωB97M-V/def2-TZVPD", "symbols": ["H", "O", "C", "C", "C", "O", "Sc", "Li", "H", "H"], "xyz": [[-2.449, 1.699, -0.069], [1.070, 0.550, 0.011], [0.110, -0.329, 0.110], [0.129, -1.655, -0.016], [-1.375, 1.470, -0.104], [-1.222, 0.215, 0.021], [0.571, 2.523, -0.211], [2.830, -0.083, 0.057], [1.068, -2.186, -0.170], [-0.732, -2.205, 0.371]], "forces_ev_per_a": [[0.1, 0.5, -0.3], [0.3, 3.8, -0.5], [-2.6, -2.0, -1.2], [0.5, 0.0, 1.5], [0.0, -1.1, 0.3], [1.2, 0.6, 0.8], [-0.2, -0.7, 0.1], [1.1, -0.8, 0.1], [-0.2, -0.1, 0.0], [-0.1, -0.1, -0.9]], "lowdin_charge": [0.149, -0.234, -0.450, 0.291, 0.089, 0.093, 1.875, 0.904, 0.129, 0.154], "e_tot_ha": -1033.55014, "relative_energy_kj_mol": 166.22, "charge": 3, "orbital_gap_ev": 6.508}